Entry 1:
DFT (ωB97M-V with the def2-TZVPD basis set) results for C14H17N3O2 in the gas phase.

Properties
HOMO-LUMO gap, eV: 9.40
DFT total energy, hartree: -858.4191
HOMO level, eV: -8.82
LUMO, eV: 0.58

The geometry in ORCA input format:
```
! wB97M-V def2-TZVPD RIJCOSX def2/J DEFGRID3
* xyz 0 1
C 3.011 1.870 0.012
C 2.197 1.390 1.212
C 2.006 -0.111 1.179
O 2.458 -0.811 2.057
C 1.328 -0.723 0.003
C 1.700 -2.034 -0.289
C 1.172 -2.720 -1.363
C 0.245 -2.088 -2.172
C -0.166 -0.799 -1.890
C 0.352 -0.105 -0.802
O -0.051 1.149 -0.447
C -1.114 1.792 -1.114
C -2.499 1.230 -0.772
C -2.678 1.017 0.734
N -2.050 -0.208 1.150
C -1.215 -0.454 2.175
N -0.915 -1.729 2.219
C -1.594 -2.244 1.178
N -2.294 -1.359 0.510
H 3.180 2.942 0.080
H 2.490 1.661 -0.919
H 3.977 1.369 -0.014
H 2.725 1.631 2.138
H 1.226 1.882 1.220
H 2.424 -2.499 0.363
H 1.479 -3.733 -1.568
H -0.176 -2.600 -3.025
H -0.900 -0.339 -2.533
H -0.961 1.791 -2.201
H -1.047 2.828 -0.763
H -2.660 0.265 -1.254
H -3.248 1.932 -1.136
H -2.235 1.837 1.305
H -3.747 0.956 0.964
H -0.856 0.296 2.849
H -1.567 -3.281 0.914
*
```

Löwdin atomic charge list, values in e, 8 entries: -0.0766, -0.1676, -0.3736, 0.0906, -0.0935, -0.0110, -0.0789, -0.0696

Entry 2:
DFT (ωB97M-V with the def2-TZVPD basis set) results for C14H17N3O3 in the gas phase.

Properties
HOMO-LUMO gap, eV: 8.39
DFT total energy, hartree: -933.5681
HOMO level, eV: -8.79
LUMO, eV: -0.40

The geometry in ORCA input format:
```
! wB97M-V def2-TZVPD RIJCOSX def2/J DEFGRID3
* xyz 0 1
C 2.401 -4.051 3.515
C 1.786 -3.195 2.453
C 2.446 -2.059 1.985
C 1.904 -1.258 1.002
C 0.660 -1.552 0.439
O 0.081 -0.858 -0.547
C 0.671 0.328 -1.043
C -0.234 0.847 -2.160
C -1.697 0.968 -1.731
C -1.945 2.061 -0.687
N -1.559 3.362 -1.167
C -0.400 4.031 -0.891
C -0.443 5.184 -1.621
N -1.593 5.233 -2.340
C -2.234 4.134 -2.050
C -0.018 -2.686 0.927
N -1.324 -3.041 0.448
O -1.694 -4.182 0.647
O -1.998 -2.195 -0.101
C 0.552 -3.491 1.908
H 1.751 -4.885 3.764
H 3.358 -4.444 3.176
H 2.582 -3.467 4.416
H 3.409 -1.800 2.401
H 2.455 -0.395 0.664
H 1.673 0.124 -1.442
H 0.762 1.064 -0.234
H 0.149 1.812 -2.498
H -0.181 0.147 -2.995
H -2.297 1.187 -2.616
H -2.027 0.013 -1.320
H -3.011 2.079 -0.440
H -1.389 1.850 0.229
H 0.330 3.650 -0.206
H 0.276 5.976 -1.673
H -3.191 3.862 -2.449
H -0.009 -4.353 2.238
*
```

Löwdin atomic charge list, values in e, 8 entries: -0.0472, -0.2694, -0.0232, 0.0046, -0.1902, -0.0393, -0.1859, -0.1488

Entry 3:
DFT (ωB97M-V with the def2-TZVPD basis set) results for C14H17N3O4 in the gas phase.

Properties
HOMO-LUMO gap, eV: 8.24
DFT total energy, hartree: -1008.7649
HOMO level, eV: -8.09
LUMO, eV: 0.15

The geometry in ORCA input format:
```
! wB97M-V def2-TZVPD RIJCOSX def2/J DEFGRID3
* xyz 0 1
N -1.873 -2.877 -2.186
C -1.450 -1.588 -1.552
C -2.531 -0.851 -0.642
C -2.107 0.676 -0.547
C -1.920 1.501 -1.767
N -1.201 2.720 -1.533
C -0.717 2.552 -0.249
C -0.012 3.453 0.340
C 0.065 3.257 1.785
C 0.055 1.916 2.282
C -0.528 0.846 1.534
C -1.138 1.370 0.352
C -0.081 -2.065 -0.871
O 0.215 -3.284 -0.812
N 0.717 -1.083 -0.369
C 2.084 -1.324 0.190
C 2.785 -0.066 0.711
O 2.752 1.013 -0.289
C 2.028 -2.253 1.322
O 2.902 -3.149 1.515
O 0.794 -2.428 1.868
H -1.230 -3.278 -2.802
H -2.163 -3.520 -1.426
H -1.184 -0.863 -2.405
H -2.621 -1.197 0.489
H -3.496 -1.008 -1.185
H -2.592 1.576 -2.738
H -1.130 3.273 -2.356
H -0.073 4.313 -0.222
H 0.688 4.139 2.308
H 0.577 1.832 3.324
H -0.477 -0.242 1.840
H 0.628 -0.087 -0.550
H 2.690 -1.784 -0.488
H 2.434 0.277 1.754
H 3.778 -0.232 0.814
H 2.390 1.812 0.197
H 0.942 -3.349 2.365
*
```

Löwdin atomic charge list, values in e, 8 entries: 0.0172, -0.2613, -0.0813, -0.1042, -0.0341, 0.0918, -0.3394, -0.0516

Entry 4:
DFT (ωB97M-V with the def2-TZVPD basis set) results for a molecular structure, C14H17N3V.

Properties
HOMO-LUMO gap (spin up / spin down), eV: 6.44 / 6.63
DFT total energy, hartree: -1651.1885
HOMO level (spin up / spin down), eV: -15.85 / -15.85
LUMO (spin up / spin down), eV: -9.41 / -9.22

The geometry in ORCA input format:
```
! wB97M-V def2-TZVPD RIJCOSX def2/J DEFGRID3
* xyz 2 2
C -0.584 4.104 2.893
C -1.535 4.403 1.756
H -1.075 3.836 3.805
H 0.345 4.602 3.112
H -0.187 3.146 2.544
H -1.400 3.543 1.046
H -2.641 4.418 1.803
H -1.277 5.327 1.237
C 1.593 -1.334 1.733
C 2.140 -2.547 2.095
C 2.040 -3.602 1.187
C 1.384 -3.458 -0.035
H 1.557 -0.425 2.349
H 2.640 -2.703 3.056
H 2.475 -4.599 1.386
H 1.288 -4.278 -0.750
N 1.013 -1.203 0.507
C 0.819 -2.243 -0.375
C 0.009 -1.921 -1.546
N -0.509 -0.656 -1.561
C -1.306 -0.097 -2.506
C -1.142 -2.186 -3.639
C -1.610 -0.880 -3.595
H -1.617 0.933 -2.298
H -2.219 -0.485 -4.400
C -0.352 -2.703 -2.625
H 0.000 -3.717 -2.637
H -1.385 -2.864 -4.478
V 0.152 0.224 -0.173
C 1.157 1.663 -0.542
H 0.862 1.677 -1.598
H 2.117 1.157 -0.376
H 0.963 2.545 0.036
N -2.304 -0.075 1.594
C -1.409 0.397 0.996
*
```

Löwdin atomic charge list, values in e, 8 entries: -0.1549, -0.1641, 0.0646, 0.0701, 0.0205, 0.0276, 0.0824, 0.0671

Entry 5:
DFT (ωB97M-V with the def2-TZVPD basis set) results for a molecular structure, C14H17N4O8SV.

Properties
HOMO-LUMO gap (spin up / spin down), eV: 7.96 / 8.39
DFT total energy, hartree: -2706.2581
HOMO level (spin up / spin down), eV: -15.26 / -15.27
LUMO (spin up / spin down), eV: -7.30 / -6.88

The geometry in ORCA input format:
```
! wB97M-V def2-TZVPD RIJCOSX def2/J DEFGRID3
* xyz 2 3
V -0.019 -0.445 0.123
C 2.835 -3.081 -0.971
C 2.507 -2.664 0.413
N 1.618 -1.752 0.789
C 1.656 -1.717 2.163
C 2.571 -2.609 2.630
N 3.094 -3.186 1.506
C 3.078 -3.057 3.965
O 2.566 -2.486 5.039
O 3.920 -3.909 3.986
C 0.742 -0.810 2.850
O 0.612 -0.652 4.029
O -0.007 -0.146 1.930
H 2.514 -2.316 -1.669
H 2.327 -4.014 -1.219
H 3.907 -3.232 -1.084
H 3.812 -3.901 1.548
H 1.880 -1.819 4.835
O -1.541 1.754 -1.461
C -1.231 1.261 -0.462
O 0.020 -1.056 -1.539
O 0.325 -1.605 -2.777
C 0.160 -1.236 -6.813
N -0.656 -0.348 -5.975
C -1.820 0.242 -6.372
C -2.290 0.975 -5.321
N -1.388 0.825 -4.314
C -0.393 0.013 -4.712
S 1.001 -0.475 -3.782
H -0.383 -1.400 -7.738
H 0.305 -2.181 -6.297
H 1.114 -0.762 -7.027
H -2.216 0.104 -7.363
H -3.174 1.578 -5.221
H -1.443 1.239 -3.390
C -2.603 3.087 2.847
C -2.479 2.089 1.758
C -3.253 0.820 1.794
O -1.669 2.338 0.844
H -3.578 3.054 3.326
H -2.364 4.082 2.481
H -1.850 2.811 3.596
H -4.103 0.888 2.467
H -2.582 0.043 2.179
H -3.588 0.536 0.796
*
```

Löwdin atomic charge list, values in e, 8 entries: 1.1450, 0.0369, -0.2873, 0.0811, -0.1319, -0.0304, 0.2169, -0.4539

Entry 6:
DFT (ωB97M-V with the def2-TZVPD basis set) results for a molecular structure, C14H18BN10O2Pb.

Properties
HOMO-LUMO gap (spin up / spin down), eV: 9.26 / 5.04
DFT total energy, hartree: -1459.5589
HOMO level (spin up / spin down), eV: -15.02 / -15.01
LUMO (spin up / spin down), eV: -5.76 / -9.98

The geometry in ORCA input format:
```
! wB97M-V def2-TZVPD RIJCOSX def2/J DEFGRID3
* xyz 2 2
Pb -0.513 -0.938 -1.884
C -0.866 -0.892 2.668
C -1.156 -1.387 1.400
N -0.435 -0.761 0.471
N 0.332 0.151 1.117
C 0.075 0.082 2.442
B 1.288 1.114 0.350
N 2.287 0.314 -0.522
C 3.642 0.355 -0.548
C 4.101 -0.625 -1.389
C 2.943 -1.243 -1.859
N 1.858 -0.674 -1.337
N 0.418 2.045 -0.526
C 0.208 3.384 -0.573
C -0.804 3.657 -1.456
C -1.188 2.405 -1.929
N -0.458 1.444 -1.373
N 2.170 1.823 1.444
C 2.427 3.040 1.804
C 3.416 2.993 2.872
C 3.684 1.623 3.054
N 2.927 0.913 2.251
H -1.292 -1.192 3.612
H -1.872 -2.143 1.120
H 0.557 0.724 3.162
H 4.212 1.088 0.003
H 5.124 -0.861 -1.633
H 2.846 -2.059 -2.562
H 0.783 4.099 -0.015
H -1.204 4.623 -1.719
H -1.960 2.158 -2.647
H 1.969 3.914 1.370
H 3.807 3.831 3.437
H 4.351 1.148 3.759
C -5.603 -1.716 -1.207
O -4.726 -2.867 -1.134
C -3.432 -2.641 -1.196
O -2.931 -1.519 -1.304
N -2.756 -3.814 -1.116
N -1.372 -3.861 -1.241
H -6.606 -2.121 -1.177
H -5.436 -1.177 -2.135
H -5.428 -1.060 -0.359
H -3.293 -4.665 -1.078
H -1.128 -4.459 -2.019
H -0.967 -4.252 -0.400
*
```

Löwdin atomic charge list, values in e, 8 entries: 1.4690, -0.0091, -0.1079, -0.0802, 0.0161, -0.0487, -0.6077, 0.0018

The largest force on an atom results, record by record, are as follows: 0.80 1.21 6.41 5.69 1.35 0.74 eV Å⁻¹.
The energy above the lowest of the compared OMol25 structures with the same formula, charge and spin results, record by record, are as follows: 1.8963 5.1224 6.4266 0.9759 2.0287 0.0000 eV.